The following is a quantum chemistry calculation of C37H15BrF15GeN3ORuS3 as an isolated structure, from OMol25.

Geometry (Å):
Ru: -0.211 -0.403 -1.665
Br: 4.617 5.144 -1.121
C: 3.684 3.515 -1.298
C: 4.326 2.311 -0.988
C: 3.653 1.120 -1.110
C: 2.308 1.071 -1.519
O: 1.739 -0.113 -1.592
C: 1.675 2.291 -1.861
C: 0.350 2.388 -2.398
N: -0.502 1.425 -2.484
C: -1.806 1.611 -3.025
C: -2.261 2.731 -3.670
C: -3.590 2.802 -4.131
C: -4.452 1.759 -3.952
C: -4.012 0.585 -3.302
C: -4.841 -0.542 -3.087
C: -4.339 -1.642 -2.460
C: -2.999 -1.636 -2.034
N: -2.202 -0.607 -2.221
C: -2.686 0.515 -2.845
C: 2.391 3.501 -1.744
H: 5.355 2.323 -0.653
H: 4.144 0.184 -0.875
H: 0.064 3.373 -2.756
H: -1.614 3.580 -3.843
H: -3.920 3.701 -4.634
H: -5.473 1.815 -4.306
H: -5.870 -0.513 -3.425
H: -4.945 -2.517 -2.275
H: -2.570 -2.487 -1.522
H: 1.902 4.430 -2.007
F: 0.338 2.763 2.296
C: -0.633 2.456 3.169
C: -1.005 1.131 3.335
C: -2.023 0.878 4.238
F: -2.455 -0.373 4.444
C: -2.634 1.887 4.962
F: -3.607 1.610 5.825
C: -2.228 3.197 4.777
F: -2.807 4.173 5.459
C: -1.219 3.489 3.871
F: -0.833 4.748 3.688
Ge: -0.166 -0.230 2.208
S: -0.795 0.612 0.249
C: 1.781 -0.253 2.488
C: 2.575 -1.106 1.745
F: 2.006 -1.943 0.862
C: 3.947 -1.176 1.881
F: 4.661 -2.012 1.119
C: 4.577 -0.367 2.808
F: 5.894 -0.410 2.945
C: 3.818 0.476 3.601
F: 4.411 1.233 4.516
C: 2.443 0.512 3.440
F: 1.769 1.302 4.277
C: -0.876 -2.003 2.637
C: -0.232 -2.825 3.546
F: 0.888 -2.409 4.152
C: -0.699 -4.086 3.876
F: -0.044 -4.847 4.744
C: -1.867 -4.547 3.293
F: -2.330 -5.750 3.593
C: -2.556 -3.740 2.403
F: -3.686 -4.172 1.847
C: -2.058 -2.488 2.101
F: -2.785 -1.732 1.261
S: 0.073 -2.723 -0.784
C: 0.930 -2.654 -2.223
N: 2.216 -2.838 -2.435
C: 2.776 -2.203 -3.631
C: 1.625 -2.078 -4.628
S: 0.102 -2.016 -3.625
H: 2.805 -3.031 -1.636
H: 3.591 -2.800 -4.035
H: 3.149 -1.219 -3.346
H: 1.536 -2.957 -5.264
H: 1.712 -1.191 -5.248

Properties
**Electronic energy**: -9096.69100 Ha
**E_HOMO (spin up / spin down)**: -0.394 / -0.398 Eh
**Relative energy (zero: lowest compared OMol25 entry of this formula, charge and spin)**: 0.0 kcal per mole
**Orbital gap (spin up / spin down)**: 6.96 / 6.62 eV
**F_max**: 0.59 eV/Å
**2S+1**: 2
**Total charge**: +1